# 1
{"formula": "C4H12N2O", "method": "ωB97M-V/def2-TZVPD", "e_tot_ev": -9368.2097, "e_homo_ev": -8.5, "fmax_ha_per_bohr": 0.09749, "e_above_lowest_ev": 2.9841, "symbols": ["C", "N", "C", "C", "N", "C", "O", "H", "H", "H", "H", "H", "H", "H", "H", "H", "H", "H", "H"], "coordinates": [[1.070, -1.371, 0.218], [1.910, -0.923, 1.345], [0.157, -0.329, -0.575], [-1.113, -1.258, -1.189], [-0.359, 0.586, 0.454], [-0.263, 1.964, 0.357], [-1.466, 2.362, -0.412], [0.354, -2.039, 0.625], [1.757, -1.957, -0.457], [2.676, -0.478, 0.931], [1.394, -0.444, 2.127], [0.716, 0.144, -1.407], [-1.750, -1.642, -0.363], [-1.905, -0.518, -1.718], [-0.592, -2.004, -1.703], [-1.116, 0.150, 0.962], [0.713, 2.231, -0.318], [-0.352, 2.278, 1.372], [-1.831, 3.246, -0.248]], "nbo_charge": [-0.2306, -0.8480, -0.0432, -0.6316, -0.6693, 0.0997, -0.7861, 0.1733, 0.1864, 0.3544, 0.3757, 0.1971, 0.1971, 0.2287, 0.2067, 0.3797, 0.1696, 0.1733, 0.4671]}

=====

# 2
{"formula": "C4H12N2O", "method": "ωB97M-V/def2-TZVPD", "e_tot_ev": -9368.8726, "e_homo_ev": -8.8, "fmax_ha_per_bohr": 0.03389, "e_above_lowest_ev": 2.3212, "symbols": ["C", "C", "C", "C", "N", "N", "H", "H", "H", "H", "H", "H", "H", "H", "H", "H", "H", "H", "O"], "coordinates": [[0.483, 0.814, 2.055], [-0.451, -0.425, 2.019], [-1.152, -0.610, 0.658], [-0.869, -1.196, -1.547], [-0.354, -1.163, -0.407], [1.736, 0.605, 1.339], [0.636, 0.972, 3.130], [-0.065, 1.645, 1.631], [0.123, -1.267, 2.397], [-1.282, -0.217, 2.697], [-1.520, 0.393, 0.432], [-2.099, -1.141, 0.852], [-0.397, -1.496, -2.469], [-1.947, -0.988, -1.658], [2.430, 0.242, 1.973], [1.992, 1.498, 0.943], [0.650, 1.119, -2.808], [-0.021, 2.156, -3.575], [0.332, 1.266, -3.711]], "nbo_charge": [-0.2109, -0.3952, -0.2625, -0.0438, -0.3853, -0.8356, 0.1650, 0.1754, 0.2063, 0.1953, 0.1807, 0.1923, 0.1785, 0.1216, 0.3596, 0.3574, 0.4676, 0.4619, -0.9283]}

=====

# 3
{"formula": "C4H12N2O", "method": "ωB97M-V/def2-TZVPD", "e_tot_ev": -9362.0670, "e_homo_ev": -8.2, "fmax_ha_per_bohr": 0.07936, "e_above_lowest_ev": 9.1268, "symbols": ["C", "N", "C", "O", "C", "N", "C", "H", "H", "H", "H", "H", "H", "H", "H", "H", "H", "H", "H"], "coordinates": [[-1.086, 0.338, -1.158], [-2.289, -0.448, -0.883], [2.650, 0.220, -0.248], [1.694, -0.735, -0.572], [-0.778, 0.989, 0.241], [-0.040, 0.127, 1.161], [-0.800, -1.113, 1.366], [-0.214, -0.265, -1.442], [-1.211, 1.220, -1.810], [-2.693, -0.638, -1.819], [2.477, 0.949, 0.625], [3.725, -0.149, -0.184], [2.828, 1.097, -1.013], [-1.752, 1.042, 0.824], [-0.266, 2.008, 0.162], [0.771, -0.288, 0.563], [-0.383, -1.804, 2.161], [-1.829, -0.830, 1.609], [-0.805, -1.722, 0.416]], "nbo_charge": [-0.3697, -0.3755, -0.2893, -0.6901, -0.2439, -0.4809, -0.4389, 0.3030, 0.2633, 0.3253, 0.1719, 0.1633, 0.1647, 0.2120, 0.2092, 0.4175, 0.2271, 0.2028, 0.2281]}

=====

# 4
{"formula": "C4H12N2O", "method": "ωB97M-V/def2-TZVPD", "e_tot_ev": -9367.8109, "e_homo_ev": -9.0, "fmax_ha_per_bohr": 0.09985, "e_above_lowest_ev": 3.3829, "symbols": ["C", "N", "C", "C", "N", "C", "O", "H", "H", "H", "H", "H", "H", "H", "H", "H", "H", "H", "H"], "coordinates": [[-1.319, 1.105, 0.878], [-2.649, 0.485, 0.982], [-0.327, 0.295, -0.140], [0.763, 1.333, -0.571], [0.153, -1.007, 0.382], [1.138, -1.576, -0.502], [2.482, -1.228, -0.323], [-0.979, 1.003, 1.959], [-1.303, 2.170, 0.554], [-3.259, 0.540, 0.197], [-2.377, -0.409, 0.991], [-0.898, -0.147, -0.974], [1.476, 1.640, 0.248], [1.408, 0.862, -1.342], [0.435, 2.177, -1.298], [0.220, -1.239, 1.364], [1.030, -1.116, -1.586], [1.062, -2.684, -0.384], [2.945, -2.202, -0.434]], "nbo_charge": [-0.2202, -0.8208, -0.0667, -0.6641, -0.6861, 0.0825, -0.7360, 0.1923, 0.2015, 0.3477, 0.3398, 0.1931, 0.2281, 0.2156, 0.2223, 0.3856, 0.1634, 0.1548, 0.4670]}